Entry 1:
{
  "formula": "C22H34ClO18S",
  "method": "ωB97M-V/def2-TZVPD",
  "relative_energy_kcal_mol": 24.87,
  "molar_mass_g_mol": 654.02,
  "total_charge": 1,
  "homo_energy_ev": -12.24,
  "species": ["C", "C", "C", "Cl", "S", "C", "H", "H", "H", "H", "H", "H", "H", "H", "H", "H", "C", "C", "O", "C", "O", "O", "H", "H", "H", "H", "C", "C", "O", "C", "O", "O", "H", "H", "H", "H", "C", "C", "O", "C", "O", "O", "H", "H", "H", "H", "C", "C", "O", "C", "O", "O", "H", "H", "H", "H", "C", "C", "O", "C", "O", "O", "H", "H", "H", "H", "C", "C", "O", "C", "O", "O", "H", "H", "H", "H"],
  "positions_angstrom": [[1.371779, -0.576124, 0.763090], [1.402499, -1.313319, -0.641868], [1.135790, -0.331598, -1.882890], [-0.035499, -1.249733, -2.984313], [2.679873, 0.068713, -2.806726], [2.470518, -0.057501, -4.613156], [1.419996, 0.542947, 0.710823], [2.177816, -1.040253, 1.401272], [0.391168, -0.853810, 1.251347], [2.358855, -1.875062, -0.827621], [0.580468, -2.089028, -0.648557], [0.632890, 0.618510, -1.534342], [3.579473, -0.936783, -2.465952], [3.509689, -0.156568, -5.056542], [1.890748, -0.954824, -4.956394], [2.020567, 0.866505, -5.081507], [-2.950110, 0.170099, 0.690630], [-3.775506, 1.219832, 1.361730], [-2.986825, 1.569605, 2.497597], [-1.696902, 1.249388, 2.205364], [-0.756845, 1.561580, 2.868993], [-1.616215, 0.523565, 1.053153], [-3.070444, 0.176093, -0.392754], [-3.165035, -0.832144, 1.066468], [-3.911840, 2.108767, 0.739384], [-4.752894, 0.846045, 1.664388], [1.703834, 5.042209, -2.456912], [2.398515, 5.268118, -3.766769], [3.303162, 4.164644, -3.834849], [2.802245, 3.186810, -3.053516], [3.230358, 2.052827, -3.017318], [1.760671, 3.621189, -2.314505], [0.672954, 5.393054, -2.463517], [2.229096, 5.502082, -1.616961], [1.716289, 5.218713, -4.618681], [2.934594, 6.215414, -3.798438], [4.105500, 0.409852, 4.671317], [4.792301, 0.642844, 3.356002], [5.711146, -0.439574, 3.275611], [5.227099, -1.438356, 4.067485], [5.664952, -2.543876, 4.096271], [4.176454, -1.005279, 4.817706], [3.069842, 0.749267, 4.668914], [4.630411, 0.879443, 5.507085], [4.103648, 0.584267, 2.508027], [5.314732, 1.598742, 3.322804], [6.550806, -2.935996, -4.264255], [6.256653, -4.394701, -4.467117], [4.899520, -4.506782, -4.041794], [4.334941, -3.282315, -4.163359], [3.165300, -3.063139, -4.049162], [5.269507, -2.329589, -4.433112], [7.264022, -2.547725, -4.990295], [6.915244, -2.717608, -3.257423], [6.323871, -4.694500, -5.515692], [6.904898, -5.037840, -3.873409], [-6.514129, 2.676032, 5.037408], [-5.893475, 1.836934, 3.958315], [-6.940590, 1.717910, 3.000746], [-7.774976, 2.779821, 3.182828], [-8.658694, 3.074141, 2.441842], [-7.464489, 3.459876, 4.320737], [-5.787650, 3.311522, 5.543027], [-7.040940, 2.076392, 5.784167], [-5.038397, 2.326840, 3.488622], [-5.584562, 0.855838, 4.319442], [-6.546179, -4.077715, 0.900929], [-5.755199, -3.328864, -0.133256], [-5.460704, -2.097885, 0.521900], [-5.522274, -2.333119, 1.867314], [-5.167058, -1.560034, 2.709104], [-6.037877, -3.559147, 2.127373], [-6.395443, -5.155033, 0.842874], [-7.616617, -3.865666, 0.844836], [-4.816168, -3.828420, -0.385828], [-6.321156, -3.156518, -1.048140]],
  "atomic_forces_ev_per_a": [[-0.368, -1.137, 0.084], [0.000, 0.417, -0.021], [-1.064, -2.065, 0.258], [0.456, 0.923, 0.445], [-0.302, -3.899, 1.201], [0.236, -0.530, -1.499], [0.209, -1.084, 0.071], [-0.720, 0.892, -0.566], [1.178, 0.596, -0.471], [-0.857, 0.587, 0.250], [1.001, 0.973, -0.177], [0.754, -0.922, -0.756], [-1.437, -0.285, -0.813], [-1.042, 0.132, 0.887], [0.547, 0.790, 0.810], [0.417, -0.810, 1.162], [-0.247, -0.684, -0.596], [-0.876, 0.226, -0.147], [0.768, -0.250, -0.235], [0.201, 0.216, 0.449], [-0.219, -0.129, -0.307], [-0.053, 0.437, 0.393], [0.193, 0.014, 0.055], [-0.006, 0.102, 0.046], [0.063, -0.013, 0.037], [0.134, 0.030, 0.141], [-0.397, 0.708, 0.375], [-0.134, 0.740, -0.425], [-0.216, -0.748, 0.411], [0.406, 0.464, -0.257], [0.654, 5.430, -0.596], [0.520, -0.604, -0.338], [0.016, -0.258, 0.062], [0.006, -0.106, -0.032], [0.059, -0.062, 0.036], [0.155, -0.204, -0.045], [-0.399, 0.396, 0.401], [0.021, 0.576, -0.386], [-0.197, -0.236, 0.277], [0.185, -0.623, 0.142], [-0.159, 0.386, -0.073], [0.359, -0.052, -0.388], [0.017, -0.211, 0.057], [0.017, -0.040, -0.055], [-0.016, -0.014, 0.053], [0.124, -0.162, -0.051], [0.766, 0.256, 0.051], [0.518, -0.524, -0.180], [-0.292, 0.690, -0.016], [-0.283, -0.415, -0.022], [0.363, 0.143, 0.045], [-0.492, -0.219, 0.125], [-0.207, 0.116, 0.001], [-0.061, -0.022, -0.033], [-0.051, 0.037, 0.050], [-0.234, -0.034, 0.040], [0.143, 0.100, 0.612], [0.618, -0.403, 0.136], [-0.274, 0.333, 0.113], [-0.490, 0.229, -0.301], [0.329, -0.115, 0.221], [-0.009, -0.301, -0.437], [-0.167, 0.112, -0.088], [-0.001, 0.011, -0.064], [-0.073, 0.053, 0.101], [-0.103, -0.029, -0.215], [-0.451, -0.567, -0.110], [0.065, -0.203, -0.698], [0.010, -0.006, 0.700], [0.016, 0.247, 0.538], [-0.076, -0.278, -0.632], [0.294, 0.546, -0.185], [0.047, 0.088, 0.210], [0.064, 0.035, 0.014], [-0.029, 0.020, 0.057], [0.073, 0.194, 0.097]],
  "lowdin_charge": [-0.09, -0.29, -0.76, 0.58, 1.07, -0.26, 0.08, 0.08, 0.07, 0.10, 0.10, 0.10, 0.05, 0.09, 0.04, 0.08, -0.12, -0.13, 0.06, -0.55, 0.16, 0.03, 0.14, 0.12, 0.14, 0.11, -0.10, -0.10, 0.10, -0.51, -0.10, 0.08, 0.14, 0.14, 0.14, 0.14, -0.13, -0.14, 0.06, -0.56, 0.17, 0.06, 0.14, 0.14, 0.12, 0.13, -0.12, -0.11, 0.08, -0.55, 0.13, 0.04, 0.14, 0.14, 0.14, 0.14, -0.12, -0.14, 0.05, -0.55, 0.17, 0.07, 0.14, 0.14, 0.12, 0.14, -0.12, -0.12, 0.04, -0.54, 0.15, 0.08, 0.14, 0.14, 0.14, 0.14]
}

=====

Entry 2:
{
  "formula": "C24H36F12MgN12P2",
  "method": "ωB97M-V/def2-TZVPD",
  "molar_mass_g_mol": 806.86,
  "total_charge": 0,
  "homo_energy_ev": -10.55,
  "species": ["Mg", "P", "F", "F", "F", "F", "F", "F", "P", "F", "F", "F", "F", "F", "F", "C", "C", "N", "H", "H", "H", "C", "C", "N", "H", "H", "H", "C", "C", "N", "H", "H", "H", "C", "C", "N", "H", "H", "H", "C", "C", "N", "H", "H", "H", "C", "C", "N", "H", "H", "H", "C", "C", "N", "H", "H", "H", "C", "C", "N", "H", "H", "H", "C", "C", "N", "H", "H", "H", "C", "C", "N", "H", "H", "H", "C", "C", "N", "H", "H", "H", "C", "C", "N", "H", "H", "H"],
  "positions_angstrom": [[-0.149358, 0.042556, 0.311733], [-5.366838, -1.630719, 2.826010], [-4.590250, -3.075245, 3.111497], [-6.791190, -2.399819, 2.739035], [-5.518723, -1.435227, 4.449792], [-6.045899, -0.185799, 2.465059], [-3.935859, -0.868462, 3.106568], [-5.073417, -1.831317, 1.297279], [1.426313, -1.380055, -4.888337], [1.991724, -0.419662, -3.685947], [1.730782, -2.735399, -3.926703], [-0.077046, -1.300892, -4.309636], [0.823461, -2.416615, -6.041979], [1.043844, -0.135455, -5.865073], [2.870515, -1.548085, -5.575666], [0.835369, 6.822614, 0.796554], [0.148715, 5.553457, 0.637175], [-0.392251, 4.560737, 0.538010], [0.797221, 7.207485, 1.815635], [0.297311, 7.593107, 0.244349], [1.764803, 6.853869, 0.227974], [-0.100047, 0.786835, 5.171500], [0.621575, -0.435883, 4.720367], [1.137002, -1.407115, 4.404589], [-0.901081, 0.497285, 5.851662], [-0.576333, 1.354399, 4.372052], [0.611566, 1.487496, 5.608300], [6.133260, 1.639304, 0.645172], [4.956583, 0.764165, 0.759078], [4.062646, 0.064981, 0.900888], [5.896498, 2.702732, 0.611151], [6.459207, 1.221755, -0.307454], [6.919168, 1.453663, 1.377282], [-1.510710, 2.409433, -5.685887], [-1.881555, 2.337377, -4.286568], [-2.154504, 2.299962, -3.122634], [-0.458289, 2.315124, -5.953473], [-1.813997, 3.405558, -6.008137], [-2.104169, 1.640274, -6.180172], [4.743689, -3.693088, 1.821269], [3.279919, -3.924010, 1.718381], [2.184707, -4.134751, 1.601406], [5.006114, -4.201465, 2.749049], [4.851815, -2.623081, 1.998727], [5.287155, -3.987775, 0.923541], [1.095439, 3.496809, -2.567620], [0.775405, 2.334530, -1.742612], [0.394363, 1.456504, -1.056081], [1.544488, 3.219158, -3.521237], [1.739374, 4.209200, -2.051933], [0.175297, 4.078892, -2.618781], [-3.012975, -0.935644, -3.308894], [-2.235467, -0.818430, -2.146689], [-1.613795, -0.785265, -1.158398], [-3.131326, 0.041391, -3.777389], [-3.982516, -1.393212, -3.112111], [-2.431485, -1.525871, -4.017119], [2.772319, 2.904026, 2.278618], [1.746489, 1.876147, 1.932266], [0.987872, 0.994632, 1.659391], [2.460427, 3.419297, 3.187076], [2.802411, 3.596755, 1.437592], [3.803689, 2.586316, 2.431701], [-3.406856, -4.173005, 0.103877], [-3.800177, -5.310384, -0.734165], [-4.178638, -6.180467, -1.350645], [-2.328247, -4.039538, 0.186824], [-3.895490, -4.430265, 1.043649], [-3.865617, -3.332740, -0.417272], [-0.777656, -3.842867, 2.790111], [-0.758310, -2.555021, 2.122104], [-0.666486, -1.572181, 1.491871], [-1.174058, -4.632708, 2.152050], [-1.262170, -3.850966, 3.766466], [0.249144, -4.170791, 2.952118], [-4.116575, 2.531061, 1.325776], [-2.813895, 1.814645, 1.260979], [-1.785361, 1.261966, 1.149598], [-4.724613, 2.343919, 0.440692], [-3.894762, 3.593823, 1.228690], [-4.608313, 2.156625, 2.223608], [3.327393, -2.490295, -1.442023], [2.190543, -1.780701, -0.898093], [1.226060, -1.192002, -0.554560], [3.967194, -2.612381, -0.568041], [3.724728, -2.034600, -2.348978], [3.042704, -3.500608, -1.735833]],
  "atomic_forces_ev_per_a": [[-1.821, -0.951, -0.415], [0.689, -0.395, 2.643], [-0.407, 0.412, -0.123], [0.601, 0.570, -0.030], [-1.225, -0.141, -0.564], [-0.072, -0.377, 0.549], [0.404, 0.208, -1.280], [0.297, -0.053, -1.301], [-0.905, -2.683, -1.188], [-0.157, -0.208, -0.841], [-0.100, 1.397, -0.438], [-0.047, 0.271, 0.879], [0.444, 0.554, 0.593], [0.696, 0.334, 0.543], [0.022, 0.635, 0.643], [-0.631, 1.004, -0.923], [0.846, 1.469, 0.368], [-0.737, -1.565, -0.217], [0.690, -0.438, 0.024], [-0.562, -0.089, -0.090], [0.463, -0.330, 0.839], [0.306, -0.296, -0.348], [-0.943, 1.186, 0.212], [0.337, -0.311, -0.091], [0.259, 0.072, 0.195], [0.066, -0.490, -0.409], [-0.063, -0.237, 0.416], [-0.317, -1.004, -0.743], [0.481, 0.851, 1.267], [-0.368, -0.442, -0.148], [-0.082, -0.223, -0.232], [0.854, 0.919, -0.344], [-0.353, -0.181, 0.132], [-0.577, 0.341, -0.331], [-0.292, -0.192, 5.444], [1.036, 0.247, -5.018], [-0.007, -0.420, 0.575], [-0.226, -0.080, -0.336], [0.184, 0.122, -0.391], [-1.440, 0.413, 0.689], [4.112, 0.535, -0.258], [-3.390, -0.603, -0.324], [0.646, -0.145, -0.311], [0.240, 0.042, -0.099], [-0.091, -0.246, 0.299], [-0.120, 0.307, 0.526], [-1.423, -2.819, 2.318], [1.731, 3.853, -2.999], [-0.318, 0.005, 0.029], [0.445, -0.445, 0.198], [-0.250, -0.302, -0.646], [-0.530, -0.102, -1.746], [2.160, 0.043, 3.974], [-1.356, 0.362, -2.393], [-0.185, 0.002, 0.225], [0.091, 0.023, 0.029], [-0.118, -0.245, -0.066], [-0.859, 0.029, -0.279], [-2.114, -4.056, -0.730], [4.516, 5.102, 2.058], [-0.121, 0.118, -0.142], [-0.178, 0.215, 0.102], [-0.391, -0.796, -0.046], [-0.682, -0.805, -0.728], [1.230, 1.408, 0.986], [-0.693, -1.702, -1.252], [-0.176, -0.121, -0.054], [0.192, 0.894, 0.319], [0.097, 0.384, 0.713], [0.454, -0.621, 0.388], [0.264, 2.358, -1.813], [-0.406, -3.056, 2.399], [-0.419, 0.318, -0.069], [-0.308, 0.329, -0.278], [0.145, 0.405, -0.018], [1.096, -0.521, -0.366], [2.096, -1.303, -0.864], [-3.059, 1.617, 0.248], [0.117, -0.629, 0.080], [-0.075, 0.077, 0.778], [-0.258, 0.493, -0.014], [-0.209, -0.710, 0.549], [-4.149, 2.245, 0.263], [4.434, -2.485, -1.164], [0.712, 0.252, -0.461], [0.135, 0.345, 0.406], [-0.375, 0.048, 0.019]],
  "lowdin_charge": [0.19, 0.17, -0.21, -0.16, -0.19, -0.19, -0.22, -0.14, 0.22, -0.18, -0.21, -0.17, -0.20, -0.18, -0.16, -0.07, -0.28, 0.17, 0.09, 0.08, 0.08, -0.06, -0.27, 0.14, 0.09, 0.06, 0.07, -0.05, -0.26, 0.18, 0.08, 0.09, 0.09, -0.05, -0.25, 0.15, 0.08, 0.08, 0.09, -0.05, -0.26, 0.18, 0.08, 0.06, 0.08, -0.04, -0.15, 0.17, 0.10, 0.07, 0.08, -0.04, -0.20, 0.17, 0.06, 0.10, 0.09, -0.03, -0.13, 0.15, 0.09, 0.08, 0.07, -0.06, -0.30, 0.12, 0.06, 0.08, 0.07, -0.05, -0.17, 0.15, 0.08, 0.10, 0.04, -0.02, -0.14, 0.14, 0.09, 0.08, 0.09, -0.04, -0.17, 0.15, 0.05, 0.09, 0.10]
}

=====

DFT total energy, record by record: -83569.352, -99997.177 eV